# 1
Here is C39H53IrN9O5PS2 as an isolated structure at a distorted geometry from OMol25. Energies are from ωB97M-V/def2-TZVPD.

## Properties
net charge	+1
⟨S²⟩	0.823
gap between HOMO and LUMO (alpha / beta)	6.0 / 5.6	eV
2S+1	2
E	-98743.5860	eV
energy relative to the best compared isomer or geometry (same formula, charge and spin)	3.582	eV

Cartesian coordinates (Å):
Ir: 0.6425 -0.2852 -0.0838
O: 0.5397 -0.5134 4.6925
C: -0.7126 -0.0627 4.9208
C: -1.0838 0.2403 6.2283
C: -2.3653 0.6704 6.5043
C: -3.3027 0.8227 5.4841
C: -2.9410 0.5478 4.1843
C: -1.6462 0.1103 3.8800
C: -1.2420 -0.1196 2.4874
O: -0.0971 -0.5900 2.2286
N: -2.1098 0.2140 1.5333
N: -1.6614 0.1166 0.3085
C: -2.2406 0.6971 -0.6737
C: -1.5952 0.6776 -1.9599
C: -2.0855 1.4543 -3.0095
C: -1.3667 1.5397 -4.1843
C: -0.1791 0.8253 -4.2961
C: 0.2331 0.0601 -3.2246
N: -0.4551 -0.0239 -2.0868
H: 0.6035 -0.6670 3.7228
H: -0.3489 0.1272 7.0144
H: -2.6445 0.8881 7.5270
H: -4.3059 1.1560 5.7114
H: -3.6444 0.6631 3.3730
H: -3.1351 1.2897 -0.5150
H: -3.0067 2.0029 -2.8689
H: -1.7167 2.1563 -5.0009
H: 0.4139 0.8664 -5.1978
H: 1.1521 -0.5106 -3.2735
O: 1.8559 4.7472 2.3171
C: 0.9919 5.0284 1.3380
C: 0.6480 6.3686 1.1411
C: -0.2227 6.7325 0.1378
C: -0.7898 5.7679 -0.6937
C: -0.4690 4.4429 -0.5024
C: 0.4149 4.0484 0.5078
C: 0.7376 2.6194 0.6149
O: 0.2162 1.8018 -0.2127
N: 1.5335 2.2321 1.5915
N: 1.9055 0.9382 1.5101
C: 2.7194 0.5093 2.3960
S: 3.4040 -1.0935 2.2995
C: 4.4781 -0.9088 3.7664
C: 3.8174 0.0844 4.6977
S: 3.2874 1.5209 3.7133
H: 2.0037 3.7742 2.3166
H: 1.0868 7.1035 1.8026
H: -0.4660 7.7779 -0.0008
H: -1.4741 6.0591 -1.4793
H: -0.8871 3.6726 -1.1372
H: 5.4581 -0.5647 3.4397
H: 4.5702 -1.8928 4.2243
H: 4.5106 0.4410 5.4576
H: 2.9294 -0.3353 5.1694
C: 6.1654 -1.1043 -0.7694
N: 4.9880 -0.2750 -0.8916
C: 4.9414 1.1580 -0.7151
C: 3.4474 1.4448 -0.9180
O: 2.9757 2.5431 -0.9787
N: 2.7985 0.2235 -1.0802
C: 3.7441 -0.7169 -1.0995
N: 3.4740 -1.9935 -1.3692
H: 7.0161 -0.4721 -0.5322
H: 6.3827 -1.6273 -1.7037
H: 6.0447 -1.8362 0.0343
H: 5.5333 1.6964 -1.4566
H: 5.2605 1.4708 0.2829
H: 2.5043 -2.2687 -1.3064
H: 4.1827 -2.6949 -1.2478
C: 1.6275 -4.2312 -2.3717
C: 1.3469 -4.8661 -0.9923
C: 2.6258 -4.8221 -0.1394
C: 0.9498 -6.3284 -1.2028
P: 0.0785 -3.7677 -0.0723
N: 0.5874 -2.2660 -0.2017
C: -1.6267 -3.9586 -0.8992
C: -2.2697 -5.3190 -0.6331
C: -1.4339 -3.7746 -2.4099
C: -2.5388 -2.8232 -0.4196
C: -0.0291 -4.2870 1.7604
C: -1.3336 -3.7278 2.3395
C: 1.1049 -3.5890 2.5127
C: 0.0232 -5.7988 1.9760
H: 2.6868 -4.3157 -2.6207
H: 1.3418 -3.1792 -2.4103
H: 1.0825 -4.7460 -3.1594
H: 3.4783 -5.1485 -0.7405
H: 2.5597 -5.4961 0.7126
H: 2.8229 -3.8181 0.2375
H: 1.7923 -6.8400 -1.6757
H: 0.0947 -6.4317 -1.8694
H: 0.7319 -6.8466 -0.2710
H: -1.6398 -6.1460 -0.9571
H: -3.2022 -5.3667 -1.1995
H: -2.5164 -5.4628 0.4166
H: -0.8678 -4.5892 -2.8556
H: -0.9452 -2.8241 -2.6315
H: -2.4169 -3.7650 -2.8840
H: -3.0406 -3.0484 0.5165
H: -3.3103 -2.6420 -1.1709
H: -1.9706 -1.9081 -0.3021
H: -1.4307 -2.6671 2.1136
H: -1.3055 -3.8352 3.4256
H: -2.2139 -4.2597 1.9863
H: 1.0863 -2.5261 2.2914
H: 2.0896 -3.9838 2.2717
H: 0.9467 -3.7148 3.5862
H: -0.7098 -6.3319 1.3703
H: -0.2046 -6.0018 3.0245
H: 1.0120 -6.2075 1.7750



# 2
Here is an isolated ion of composition C13H19N2OS and charge +1 from OMol25. Energies are from ωB97M-V/def2-TZVPD.

## Properties
net charge	+1
gap between HOMO and LUMO	7.5	eV
E	-29645.9585	eV

Cartesian coordinates (Å):
C: -2.9751 -0.9092 3.9232
C: -2.0815 -1.0557 2.7233
C: -2.5854 -0.9136 1.4341
C: -1.7558 -1.0185 0.3242
C: -0.3960 -1.2681 0.4756
C: 0.5219 -1.4118 -0.7182
C: 1.7039 -0.4182 -0.7141
S: 3.2187 -1.3215 -1.2435
C: 3.2017 -0.5669 -2.7291
N: 2.3671 0.4208 -2.8584
C: 1.6773 0.8598 -1.6178
N: 2.4975 1.8938 -0.9780
C: 0.3092 1.4123 -1.9945
C: -0.4509 2.0383 -0.8187
O: -1.8288 1.8713 -1.0913
C: 0.1079 -1.4451 1.7618
C: -0.7219 -1.3337 2.8670
H: -2.5782 -1.4554 4.7780
H: -3.0429 0.1426 4.2145
H: -3.9866 -1.2513 3.7112
H: -3.6455 -0.7370 1.2898
H: -2.1624 -0.9218 -0.6746
H: 0.9522 -2.4167 -0.6856
H: -0.0459 -1.3539 -1.6470
H: 1.8960 -0.0711 0.2993
H: 3.8531 -0.8710 -3.5403
H: 2.2820 0.9137 -3.7382
H: 2.0029 2.7754 -0.9246
H: 3.3556 2.0746 -1.4845
H: -0.3122 0.6572 -2.4761
H: 0.4925 2.1868 -2.7472
H: -0.2149 3.1066 -0.7544
H: -0.1670 1.5768 0.1330
H: -2.3249 1.9742 -0.2718
H: 1.1567 -1.6847 1.9104
H: -0.3202 -1.4792 3.8627



# 3
Here is a 2-piece molecular cluster, CH4IN4 overall at a distorted geometry from OMol25. Energies are from ωB97M-V/def2-TZVPD.

## Properties
net charge	+1
⟨S²⟩	2.009
gap between HOMO and LUMO (alpha / beta)	7.5 / 7.4	eV
2S+1	3
E	-15149.1418	eV

Cartesian coordinates (Å):
C: 0.3953 0.8571 -0.1523
N: 0.6948 -2.0455 0.6601
N: -0.4226 -1.5605 0.8876
N: -0.9256 -0.5332 0.6523
N: 0.0053 1.2471 -1.3308
I: 1.3919 2.2649 1.0253
H: 0.9016 -3.0079 0.8129
H: -1.7423 -0.0467 1.0578
H: -0.6821 0.6908 -1.8998
H: 0.3838 2.1339 -1.7132



# 4
Here is a 10-piece molecular cluster, C4H31N2O10 overall at a distorted geometry from OMol25. Energies are from ωB97M-V/def2-TZVPD.

## Properties
⟨S²⟩	0.750
gap between HOMO and LUMO (alpha / beta)	2.3 / 9.9	eV
2S+1	2
E	-28102.7916	eV
energy relative to the best compared isomer or geometry (same formula, charge and spin)	0.742	eV

Cartesian coordinates (Å):
N: 0.3150 -1.6694 -0.1770
C: -0.3932 -0.3666 0.3011
C: -1.4091 -0.0002 -0.7142
C: -2.3019 1.1857 -0.2458
O: -1.5658 2.3516 0.1694
C: 0.6867 0.6638 0.5407
N: 1.5488 0.3072 1.6869
H: 1.2006 -1.3236 -0.5992
H: 0.4534 -2.3382 0.6072
H: -0.1519 -2.1717 -0.9222
H: -0.8349 -0.7240 1.2439
H: -1.0336 0.3178 -1.7171
H: -2.0282 -0.9582 -0.7825
H: -2.8688 1.3944 -1.1794
H: -2.8875 0.8708 0.6781
H: -1.6678 3.1378 -0.3928
H: 0.2931 1.6506 0.4372
H: 1.3080 0.6260 -0.4008
H: 1.0594 0.3484 2.5621
H: 2.3905 0.8954 1.6910
H: 2.0142 2.9010 -0.2301
H: 3.4273 2.8530 -0.1793
O: 2.7066 2.4626 0.3383
H: -3.5131 -2.7356 0.2383
H: -2.9213 -3.7282 1.3640
O: -2.7369 -3.1459 0.6231
H: -0.0613 -1.6307 2.9111
H: -0.6118 -1.5840 4.3236
O: -0.4492 -2.1942 3.5913
H: 0.5770 2.6777 -2.1028
H: -0.0643 2.8367 -0.7032
O: 0.5756 3.2467 -1.3069
H: -1.3697 1.7714 3.6925
H: -2.1276 0.5758 3.2436
O: -1.2398 0.7968 3.5916
H: 3.3168 -1.2529 -2.0688
H: 3.4700 -0.2274 -0.9380
O: 2.9893 -1.0280 -1.1894
H: 0.5318 0.5589 -3.5853
H: 0.2499 1.8365 -4.1670
O: 0.2266 1.4226 -3.2520
H: 1.7686 -3.2112 2.4226
H: 2.0836 -1.7212 1.9672
O: 1.7934 -2.6086 1.6729
H: -1.4685 -0.4608 -4.1293
H: -0.6440 -1.6566 -4.7846
O: -0.6360 -0.9519 -4.1297



# 5
Here is a 2-piece molecular cluster, C6H12O2 overall at a distorted geometry from OMol25. Energies are from ωB97M-V/def2-TZVPD.

## Properties
gap between HOMO and LUMO	10.5	eV
SMILES	C=C(C)CCC=O.O
E	-10510.4919	eV
energy relative to the best compared isomer or geometry (same formula, charge and spin)	1.815	eV

Cartesian coordinates (Å):
C: -1.5448 -0.8458 -0.4862
C: -0.7526 -1.0975 0.5545
C: 0.0024 -2.3820 0.6422
C: -0.5210 -0.0309 1.6016
C: 0.6907 0.8555 1.2348
C: 0.3136 2.0391 0.3752
O: 1.1210 2.7757 -0.1143
H: -1.7265 -1.6336 -1.2031
H: -2.0560 0.0866 -0.6392
H: 0.2923 -2.8080 -0.3103
H: -0.5496 -3.1464 1.2074
H: 0.8560 -2.3274 1.3215
H: -1.4189 0.5884 1.6482
H: -0.4392 -0.4826 2.5908
H: 1.4466 0.2621 0.7072
H: 1.1417 1.2479 2.1501
H: -0.7739 2.1870 0.1804
O: 0.5790 -0.8000 -3.0292
H: 0.5482 -0.9340 -2.0676
H: 0.5300 0.1656 -3.1044



# 6
Here is C34H29N3O2RuS as an isolated structure from OMol25. Energies are from ωB97M-V/def2-TZVPD.

## Properties
net charge	+1
⟨S²⟩	8.885
gap between HOMO and LUMO (alpha / beta)	5.9 / 5.9	eV
2S+1	6
E	-57701.5941	eV

Cartesian coordinates (Å):
Ru: 0.5202 -0.1833 -1.6416
C: -2.3257 -1.8841 -0.8052
O: -1.4090 -0.8021 -0.5607
C: -1.3640 -0.2356 0.7075
C: -1.2038 -1.1777 1.8617
C: -1.1716 -0.4559 3.1739
C: -1.1014 0.8932 3.2668
C: -1.1206 1.7069 2.1180
C: -1.2395 1.1237 0.8355
N: -1.2972 2.0416 -0.2427
N: -0.8230 1.6008 -1.3087
C: -0.8905 2.2937 -2.5146
C: -0.5769 1.4559 -3.5922
O: -0.2393 0.1819 -3.4061
C: -0.6423 1.9413 -4.9224
C: -0.9796 3.2396 -5.1343
C: -1.2827 4.1277 -4.0623
C: -1.6066 5.4698 -4.3402
C: -1.9007 6.3436 -3.3274
C: -1.8802 5.8884 -2.0030
C: -1.5741 4.5845 -1.6984
C: -1.2619 3.6663 -2.7220
H: -2.1661 -2.7044 -0.1095
H: -2.1244 -2.2154 -1.8206
H: -3.3456 -1.5087 -0.7304
H: -2.0387 -1.8889 1.8877
H: -1.1952 -1.0644 4.0665
H: -1.0597 1.3640 4.2399
H: -1.0731 2.7837 2.1848
H: -0.4219 1.2593 -5.7310
H: -1.0257 3.6281 -6.1441
H: -1.6169 5.7981 -5.3720
H: -2.1480 7.3735 -3.5443
H: -2.1148 6.5739 -1.1993
H: -1.5818 4.2646 -0.6709
C: -1.3443 -4.1493 4.2501
C: -0.4602 -4.2588 2.9972
C: 0.5288 -5.4258 3.1754
C: -1.3591 -4.6101 1.8107
C: 0.3403 -2.9669 2.8129
C: 1.2638 -2.6148 3.7641
C: 2.1816 -1.5697 3.6161
C: 2.2187 -0.9165 2.3624
S: 3.4602 0.1233 1.7640
C: 2.6824 0.1717 0.2512
N: 1.5549 -0.5233 0.1945
C: 1.2841 -1.1602 1.3826
C: 0.1041 -2.0508 1.6249
C: 3.1415 0.8140 -0.9711
C: 4.3291 1.5211 -1.0843
C: 4.6947 2.0312 -2.3222
C: 3.8825 1.8279 -3.4304
C: 2.6847 1.1338 -3.3142
C: 2.2962 0.6209 -2.0806
H: -1.8991 -5.0770 4.3989
H: -2.0700 -3.3390 4.1521
H: -0.7534 -3.9676 5.1473
H: -0.0175 -6.3597 3.3156
H: 1.1731 -5.2799 4.0405
H: 1.1664 -5.5322 2.2965
H: -1.8238 -5.5782 2.0009
H: -0.8001 -4.7074 0.8776
H: -2.1749 -3.8996 1.6728
H: 1.3366 -3.2087 4.6661
H: 2.8990 -1.3407 4.3896
H: -0.0746 -2.6485 0.7272
H: 4.9735 1.6704 -0.2261
H: 5.6193 2.5824 -2.4240
H: 4.1863 2.2152 -4.3937
H: 2.0573 0.9895 -4.1831



> Number 4 is which compound?

C4H31N2O10